# 1
A cluster of 3 separate species, C6H19NO3 in total. Source: the Open Molecules 2025 dataset; level of theory: ωB97M-V/def2-TZVPD.

Cartesian coordinates (Å):
C: 3.09 -3.56 -3.88
O: 2.13 -3.80 -2.87
H: 3.85 -4.32 -3.76
H: 2.67 -3.64 -4.88
H: 3.52 -2.56 -3.75
H: 1.30 -3.37 -3.06
C: -1.37 -2.27 -0.73
O: -1.68 -0.91 -0.48
H: -2.03 -2.71 -1.49
H: -0.36 -2.32 -1.13
H: -1.45 -2.84 0.20
H: -2.58 -0.81 -0.17
C: 1.21 2.10 2.69
C: 0.14 1.17 2.16
C: -1.13 1.91 1.79
O: -0.89 2.79 0.71
C: -2.06 3.34 0.19
N: 0.63 0.45 0.99
H: 2.20 1.65 2.70
H: 0.96 2.40 3.72
H: 1.23 3.03 2.12
H: -0.17 0.46 2.95
H: -1.50 2.46 2.68
H: -1.88 1.17 1.47
H: -2.81 2.56 0.01
H: -1.81 3.75 -0.80
H: -2.42 4.17 0.81
H: -0.12 -0.04 0.50
H: 1.30 -0.25 1.27

The value obtained for the relative energy (zero: lowest compared OMol25 entry of this formula, charge and spin) is 47.6 kcal/mol. As for the SMILES: COC[C@H](C)N.CO.CO. The calculation puts the HOMO energy at -8.65 eV.

Mulliken population analysis, charges in e, atoms 1 to 8:
1 C -0.48
2 O -0.49
3 H 0.20
4 H 0.25
5 H 0.23
6 H 0.29
7 C -0.48
8 O -0.51

# 2
An isolated molecule of C31H39ClFN3O3. Source: the Open Molecules 2025 dataset; level of theory: ωB97M-V/def2-TZVPD.

Cartesian coordinates (Å):
C: 4.33 -4.32 1.18
H: 5.28 -4.30 1.70
C: 3.24 -3.66 2.02
C: 3.56 -2.19 2.29
C: 2.47 -1.52 3.13
C: 2.72 -0.02 3.28
C: 1.67 0.70 4.14
H: 1.89 1.77 4.12
H: 1.76 0.37 5.18
C: 0.23 0.47 3.70
N: 0.05 0.77 2.29
C: -1.09 1.27 1.79
O: -2.02 1.62 2.48
C: -1.13 1.38 0.25
C: 0.22 1.75 -0.37
H: 0.99 1.00 -0.17
C: 0.68 3.13 0.11
N: -0.30 4.12 -0.27
C: -0.01 5.00 -1.25
O: 1.11 5.09 -1.72
C: -1.14 5.89 -1.75
C: -2.15 5.07 -2.51
C: -1.71 4.14 -3.45
C: -2.61 3.36 -4.14
C: -3.96 3.52 -3.89
C: -4.43 4.44 -2.98
C: -3.51 5.22 -2.29
H: -3.87 5.95 -1.58
H: -5.49 4.55 -2.81
F: -4.85 2.74 -4.56
H: -2.28 2.63 -4.87
H: -0.65 4.03 -3.63
H: -0.68 6.61 -2.43
H: -1.60 6.44 -0.93
C: -1.60 3.86 0.32
H: -2.31 4.63 0.04
C: -2.13 2.49 -0.11
H: -3.07 2.31 0.41
H: -2.31 2.49 -1.19
H: -1.49 3.87 1.41
H: 1.63 3.40 -0.36
H: 0.80 3.13 1.20
H: 0.09 1.80 -1.46
C: -1.65 0.04 -0.33
C: -1.10 -1.22 0.32
H: -1.39 -1.25 1.38
C: -1.51 -2.51 -0.40
C: -0.15 -3.12 -0.68
N: 0.81 -2.38 -0.29
O: 0.35 -1.24 0.29
C: 0.08 -4.41 -1.31
C: -0.99 -5.18 -1.77
C: -0.76 -6.41 -2.36
C: 0.55 -6.87 -2.50
C: 1.62 -6.11 -2.05
C: 1.38 -4.89 -1.46
H: 2.20 -4.28 -1.10
H: 2.62 -6.48 -2.16
Cl: 0.83 -8.40 -3.23
H: -1.58 -7.01 -2.72
H: -2.00 -4.83 -1.67
H: -2.12 -3.17 0.21
H: -2.03 -2.31 -1.34
H: -2.74 0.01 -0.20
H: -1.43 0.02 -1.40
H: 0.72 0.33 1.67
H: -0.06 -0.56 3.90
H: -0.45 1.13 4.25
H: 2.76 0.44 2.29
H: 3.70 0.13 3.75
H: 1.51 -1.69 2.64
H: 2.43 -1.99 4.12
H: 4.52 -2.10 2.80
H: 3.63 -1.66 1.33
H: 2.29 -3.72 1.49
H: 3.14 -4.19 2.97
H: 4.45 -3.80 0.23
H: 4.07 -5.36 0.98

The value obtained for the relative energy (zero: lowest compared OMol25 entry of this formula, charge and spin) is 0.0 kcal/mol. As for the SMILES: CCCCCCCNC(=O)C1(C[C@H]2CC(c3ccc(Cl)cc3)=NO2)CCN(C(=O)Cc2ccc(F)cc2)CC1. The calculation puts the HOMO energy at -8.81 eV.

Mulliken population analysis, charges in e, atoms 1 to 8:
1 C -1.51
2 H 0.45
3 C 0.08
4 C -0.89
5 C 0.00
6 C -0.68
7 C -0.86
8 H 0.35

# 3
A structure of composition C69H54N2O8P2STi. Source: the Open Molecules 2025 dataset; level of theory: ωB97M-V/def2-TZVPD.

Cartesian coordinates (Å):
Ti: 0.02 0.14 0.23
O: -0.93 0.78 -1.38
S: 0.04 0.94 -2.59
C: 0.38 2.65 -2.68
C: -0.61 3.54 -3.05
C: -0.36 4.90 -3.23
C: 0.93 5.35 -3.07
C: 1.54 6.72 -3.25
C: 3.03 6.55 -2.89
C: 3.17 5.10 -2.49
C: 4.22 4.38 -2.02
C: 4.01 3.03 -1.65
C: 2.80 2.38 -1.77
P: 2.72 0.65 -1.11
C: 3.82 -0.05 -2.44
C: 5.09 -0.56 -2.23
C: 5.90 -0.94 -3.30
C: 5.46 -0.79 -4.60
C: 4.19 -0.27 -4.83
C: 3.38 0.10 -3.76
C: 3.77 0.71 0.39
C: 3.93 1.88 1.13
C: 4.69 1.87 2.29
C: 5.29 0.71 2.73
C: 5.11 -0.47 2.02
C: 4.35 -0.47 0.86
C: 1.71 3.09 -2.37
C: 1.93 4.45 -2.65
C: -0.96 0.61 -4.03
C: -0.62 1.37 -5.13
C: -1.18 1.18 -6.40
C: -2.12 0.20 -6.53
C: -2.91 -0.23 -7.74
C: -3.79 -1.40 -7.24
C: -3.41 -1.57 -5.79
C: -3.84 -2.47 -4.87
C: -3.28 -2.41 -3.59
C: -2.31 -1.51 -3.17
P: -1.82 -1.83 -1.39
C: -3.49 -1.59 -0.66
C: -3.96 -0.27 -0.56
C: -5.22 -0.01 -0.05
C: -6.03 -1.05 0.38
C: -5.58 -2.36 0.27
C: -4.32 -2.63 -0.25
C: -1.56 -3.65 -1.38
C: -1.09 -4.33 -2.50
C: -0.72 -5.67 -2.43
C: -0.81 -6.36 -1.22
C: -1.30 -5.70 -0.10
C: -1.66 -4.37 -0.18
C: -1.87 -0.51 -4.12
C: -2.44 -0.62 -5.42
H: -1.61 3.16 -3.25
H: -1.17 5.57 -3.51
H: 1.04 7.45 -2.61
H: 1.40 7.07 -4.28
H: 3.34 7.22 -2.08
H: 3.68 6.77 -3.74
H: 5.20 4.82 -1.87
H: 4.85 2.49 -1.23
H: 5.49 -0.65 -1.23
H: 6.90 -1.32 -3.11
H: 6.10 -1.06 -5.43
H: 3.83 -0.11 -5.85
H: 2.42 0.54 -3.98
H: 3.48 2.80 0.79
H: 4.81 2.79 2.85
H: 5.89 0.71 3.64
H: 5.58 -1.39 2.36
H: 4.22 -1.39 0.31
H: 0.11 2.16 -5.02
H: -0.88 1.81 -7.23
H: -2.25 -0.52 -8.55
H: -3.52 0.60 -8.11
H: -3.60 -2.32 -7.81
H: -4.85 -1.18 -7.34
H: -4.59 -3.23 -5.10
H: -3.63 -3.14 -2.87
H: -3.34 0.54 -0.90
H: -5.58 1.01 0.01
H: -7.02 -0.85 0.78
H: -6.22 -3.18 0.58
H: -3.99 -3.66 -0.33
H: -1.02 -3.82 -3.45
H: -0.37 -6.18 -3.32
H: -0.52 -7.40 -1.17
H: -1.40 -6.24 0.84
H: -2.07 -3.89 0.71
O: 1.24 4.05 0.51
C: 0.54 3.10 0.73
O: 0.71 1.90 0.14
C: -0.61 3.13 1.68
C: -1.86 2.55 0.97
C: -3.12 2.93 1.74
C: -2.95 2.08 3.03
C: -1.68 1.28 2.73
O: -1.74 1.11 1.26
C: -0.42 2.13 2.88
C: 0.79 1.21 2.80
O: 1.75 1.35 3.48
O: 0.65 0.18 1.91
H: -0.76 4.15 2.02
H: -1.90 2.71 -0.10
H: -3.16 4.00 1.93
H: -4.01 2.64 1.18
H: -2.82 2.69 3.92
H: -3.80 1.42 3.19
H: -1.62 0.33 3.23
H: -0.36 2.65 3.83
O: 4.38 -4.29 -4.95
C: 4.24 -4.72 -3.69
O: 4.72 -5.75 -3.33
C: 3.43 -3.86 -2.75
C: 3.68 -3.98 -1.39
C: 2.92 -3.29 -0.47
C: 1.87 -2.47 -0.90
C: 1.65 -2.32 -2.25
C: 2.42 -3.01 -3.17
N: 0.96 -1.86 0.07
C: 0.78 -2.58 1.11
C: -0.32 -2.37 2.05
C: -0.39 -3.09 3.22
C: -1.57 -3.03 3.95
C: -2.63 -2.30 3.45
C: -2.45 -1.58 2.27
N: -1.31 -1.59 1.59
H: 4.07 -3.38 -5.05
H: 4.47 -4.65 -1.06
H: 3.14 -3.40 0.58
H: 0.85 -1.69 -2.60
H: 2.18 -2.92 -4.23
H: 1.33 -3.50 1.25
H: 0.45 -3.69 3.54
H: -1.66 -3.57 4.89
H: -3.58 -2.26 3.96
H: -3.25 -0.98 1.86

The value obtained for the relative energy (zero: lowest compared OMol25 entry of this formula, charge and spin) is 7.1 kcal/mol. As for the total charge: +2. The calculation puts the HOMO energy at -12.45 eV.

Mulliken population analysis, charges in e, atoms 1 to 8:
1 Ti 0.17
2 O -0.83
3 S 2.86
4 C -0.58
5 C 0.13
6 C -1.40
7 C 0.33
8 C -0.90

# 4
An isolated molecule of C5H14N2O. Source: the Open Molecules 2025 dataset; level of theory: ωB97M-V/def2-TZVPD.

Cartesian coordinates (Å):
C: 0.52 -0.62 -0.13
C: -1.18 1.22 -0.20
C: 1.23 1.65 0.45
C: 0.06 -1.20 1.20
C: 0.05 -1.47 -1.32
N: 0.43 0.76 -0.38
N: -2.22 0.34 -0.56
O: 2.15 -0.91 -0.13
H: 2.81 -0.36 0.30
H: -2.56 -0.21 0.22
H: -2.91 0.73 -1.19
H: -1.19 2.09 -0.86
H: -1.30 1.54 0.83
H: 1.15 1.42 1.52
H: 2.28 1.59 0.15
H: 0.92 2.69 0.31
H: -1.02 -1.71 -1.31
H: 0.20 -0.51 2.04
H: 0.68 -2.08 1.43
H: -0.98 -1.53 1.18
H: 0.56 -2.43 -1.30
H: 0.32 -0.99 -2.26

The value obtained for the relative energy (zero: lowest compared OMol25 entry of this formula, charge and spin) is 72.9 kcal/mol. As for the SMILES: CN(CN)C(C)(C)O. The calculation puts the HOMO energy at -8.46 eV.

Mulliken population analysis, charges in e, atoms 1 to 8:
1 C 1.36
2 C -0.58
3 C -1.11
4 C -1.54
5 C -1.64
6 N -0.15
7 N -0.40
8 O -0.61

# 5
An isolated molecule of C4H6F3N3O2. Source: the Open Molecules 2025 dataset; level of theory: ωB97M-V/def2-TZVPD.

Cartesian coordinates (Å):
C: -0.39 -1.18 -0.41
C: -0.51 0.14 1.71
C: 0.64 -0.70 2.49
C: -0.29 -1.01 -1.88
N: 0.04 1.61 2.20
N: 1.23 0.14 3.47
N: -0.51 0.04 0.32
O: -0.49 -2.26 0.06
O: 0.47 1.35 3.45
F: -1.73 -0.06 2.28
F: 0.21 -1.91 2.96
F: 1.50 -0.96 1.44
H: -0.35 0.07 -2.16
H: 0.79 -1.15 -2.02
H: -1.00 -1.70 -2.46
H: 0.58 2.14 1.57
H: 1.09 -0.31 4.39
H: -0.38 0.92 -0.09

As for the expectation value of S²: 2.005. As for the spin multiplicity: 3. The calculation puts the HOMO energy (alpha / beta) at -5.12 / -9.59 eV.

Mulliken population analysis, charges in e, atoms 1 to 8:
1 C 0.71
2 C 0.53
3 C 0.61
4 C -1.08
5 N -0.39
6 N -0.28
7 N -0.27
8 O -0.31

# 6
An isolated molecule of C3H3OP. Source: the Open Molecules 2025 dataset; level of theory: ωB97M-V/def2-TZVPD.

Cartesian coordinates (Å):
C: 0.07 0.00 0.15
C: -0.80 0.84 0.70
C: -0.42 -0.29 -1.42
O: -1.78 1.23 -0.17
P: -1.78 0.62 -1.70
H: 1.08 -0.33 0.23
H: -0.87 1.04 1.71
H: 0.40 -0.71 -1.94

The value obtained for the relative energy (zero: lowest compared OMol25 entry of this formula, charge and spin) is 22.7 kcal/mol. As for the SMILES: c1copc1. The calculation puts the HOMO energy at -9.17 eV.

Partial atomic charges computed with the Mulliken method, in multiples of e:
1 C -0.35
2 C -0.19
3 C -0.17
4 O -0.31
5 P -0.10
6 H 0.34
7 H 0.40
8 H 0.37

no.,F_max (eV/A),DFT total energy (eV)
1,0.86,-14161.01826
2,1.09,-58633.84057
3,1.17,-144309.47089
4,3.75,-10437.86669
5,10.44,-20953.89376
6,5.52,-14494.03603